(1)
This record from OMol25 describes 2 unconnected molecules or ions with the total composition C3H8O2 at a distorted geometry. The level of theory is wB97M-V/def2-TZVPD.

XYZ file:
```
13
Properties=species:S:1:pos:R:3:lowdin_charge:R:1
C -1.73 -0.01 0.43 -0.111
C -0.41 0.10 1.20 -0.152
C 0.70 -0.45 0.70 -0.267
O 2.00 -0.34 0.98 0.031
H -2.40 0.74 0.83 0.061
H -1.43 0.09 -0.62 0.056
H -2.18 -1.01 0.39 0.065
H -0.43 0.78 2.04 0.088
H 0.63 -1.15 -0.13 0.113
H 2.27 0.27 1.64 0.084
O 1.25 0.32 -2.21 -0.060
H 0.95 -0.46 -2.71 0.051
H 0.79 1.10 -2.55 0.040
```

orbital gap	9.11	eV
SMILES	C/C=C/O.O
highest occupied orbital energy	-8.28	eV
2S+1	1
electronic energy	-269.53281	Ha
net charge	0



(2)
This record from OMol25 describes 2 unconnected molecules or ions with the total composition C3H8O2. The level of theory is wB97M-V/def2-TZVPD.

XYZ file:
```
13
Properties=species:S:1:pos:R:3:lowdin_charge:R:1
O 0.42 -1.10 1.55 0.028
C -0.16 -1.32 0.50 -0.265
C 0.06 -0.59 -0.80 -0.141
C 0.60 0.86 -0.74 -0.283
O 1.31 1.21 0.42 -0.075
H -0.88 -2.16 0.44 0.124
H 0.74 -1.24 -1.36 0.126
H -0.89 -0.60 -1.35 0.114
H 1.27 1.01 -1.59 0.113
H -0.24 1.55 -0.88 0.100
H 1.10 0.58 1.12 0.047
H -1.56 1.11 1.28 0.053
H -2.15 0.67 1.19 0.059
```

orbital gap	10.95	eV
SMILES	O=CCCO.[H][H]
highest occupied orbital energy	-10.11	eV
2S+1	1
electronic energy	-269.52076	Ha
net charge	0



Energy above the lowest of the compared OMol25 structures with the same formula, charge and spin, record by record: 1.689 2.017 eV